Formula: C4H7O3Y
Source: OMol25
Level of theory: ωB97M-V/def2-TZVPD

Calculated values
**Total charge**: +2
**Relative energy (zero: lowest compared OMol25 entry of this formula, charge and spin)**: 0.00 kcal/mol
**Energy**: -419.7889 a.u.
**2S+1**: 1

Element x y z (Å)
Y -2.31 1.06 -1.13
O -1.34 -0.64 -1.54
O -0.54 1.67 -0.05
O 0.89 -0.73 0.81
C -0.11 -1.24 -1.30
C -0.04 0.01 1.55
C 0.08 1.44 1.03
C 0.93 -0.36 -0.58
H 2.00 0.27 -0.28
H -1.04 -0.43 1.42
H 0.27 -0.01 2.60
H 0.37 -1.55 -2.25
H -0.29 -2.18 -0.73
H 1.01 0.45 -1.33
H 0.13 2.26 1.76